Arrangement one

A 2-piece molecular cluster, C3H10NO overall, computed with wB97M-V/def2-TZVPD.

Structure (ORCA input):
```
! wB97M-V def2-TZVPD RIJCOSX def2/J DEFGRID3
* xyz -1 1
C 0.398 -0.527 0.348
O -0.032 -0.349 -0.931
C 0.481 0.829 1.059
C 1.319 1.872 0.258
H 1.358 -1.037 0.298
H -0.302 -1.133 0.950
H 0.864 0.730 2.049
H -0.610 1.179 1.079
H 1.131 2.868 0.766
H 0.987 1.989 -0.786
H 2.394 1.642 0.156
N -2.043 -2.133 -1.076
H -1.276 -1.445 -0.968
H -2.863 -1.643 -1.433
H -1.805 -2.843 -1.768
*
```

Summary:
HOMO level ... -2.6 eV
LUMO energy ... 4.582 eV
Orbital gap ... 7.17 eV

---

Arrangement two

A 2-piece molecular cluster, C3H10NO overall, computed with wB97M-V/def2-TZVPD.

Structure (ORCA input):
```
! wB97M-V def2-TZVPD RIJCOSX def2/J DEFGRID3
* xyz -1 1
C 2.213 -1.497 1.054
O 1.871 -0.261 1.267
H 3.293 -1.708 0.630
H 1.754 -2.147 0.238
H 2.173 -2.129 2.004
C -2.056 1.693 -0.410
C -1.296 0.236 -0.657
N 0.153 0.331 -0.605
H -1.686 1.823 0.664
H -3.068 1.362 -0.576
H -1.537 2.198 -1.291
H -1.746 -0.240 -1.507
H -1.791 -0.300 0.155
H 0.863 0.163 0.321
H 0.860 0.476 -1.289
*
```

Summary:
HOMO level ... -3.0 eV
LUMO energy ... 4.322 eV
Orbital gap ... 7.34 eV

---

Arrangement three

A 2-piece molecular cluster, C3H10NO overall, computed with wB97M-V/def2-TZVPD.

Structure (ORCA input):
```
! wB97M-V def2-TZVPD RIJCOSX def2/J DEFGRID3
* xyz -1 1
C -1.673 2.024 -0.206
O -1.089 1.052 -0.990
H -1.514 1.928 0.904
H -2.822 2.083 -0.382
H -1.444 3.095 -0.482
C 1.661 -0.168 0.497
N 1.453 -1.434 -0.235
C -0.023 -1.883 -0.100
H 1.406 -0.525 1.535
H 1.058 0.698 0.282
H 2.742 0.100 0.438
H 1.492 -1.148 -1.245
H -0.710 -2.465 -0.906
H 0.013 -2.412 0.817
H -0.550 -0.945 0.072
*
```

Summary:
HOMO level ... -2.2 eV
LUMO energy ... 4.440 eV
Orbital gap ... 6.62 eV

---

Tell me which of them is the most stable. Sure, it is arrangement one.

---

Arrangement one

One molecule with the formula C3H8N2O2S, computed with wB97M-V/def2-TZVPD.

Structure (ORCA input):
```
! wB97M-V def2-TZVPD RIJCOSX def2/J DEFGRID3
* xyz 0 1
C -0.023 2.376 -0.570
O -1.012 1.692 0.128
C -0.590 0.597 0.918
C -0.419 -0.682 0.037
N -1.356 -1.442 -0.427
O -2.558 -1.042 0.096
N 0.862 -0.925 -0.444
S 2.379 -0.535 0.209
H -0.512 3.061 -1.213
H 0.598 1.727 -1.254
H 0.635 2.932 0.137
H 0.358 0.920 1.351
H -1.377 0.410 1.716
H -3.185 -1.489 -0.468
H 0.906 -1.809 -0.977
H 2.714 0.431 -0.649
*
```

Summary:
HOMO level ... -8.5 eV
LUMO energy ... 0.666 eV
SMILES ... COC/C(=N\O)NS
Orbital gap ... 9.16 eV

---

Arrangement two

C3H8N2O2S as an isolated structure, computed with wB97M-V/def2-TZVPD.

Structure (ORCA input):
```
! wB97M-V def2-TZVPD RIJCOSX def2/J DEFGRID3
* xyz 0 1
C -1.904 0.236 -0.093
C -1.215 0.808 -1.244
C -0.037 1.618 0.695
N -1.108 1.405 -0.003
N 2.349 -1.681 -0.388
O 0.436 -2.495 0.993
O 0.991 0.057 1.118
S 1.555 -1.555 1.152
H -3.018 0.317 0.034
H -1.594 -0.650 0.362
H -0.442 0.463 -1.890
H -1.895 1.403 -1.870
H -0.261 1.650 1.699
H 0.601 2.355 0.210
H 2.268 -2.640 -0.751
H 3.275 -1.290 -0.024
*
```

Summary:
HOMO level ... -8.5 eV
LUMO energy ... 0.508 eV
Orbital gap ... 9.03 eV

---

Tell me which of them is the most stable. Sure, it is arrangement one.